No. 1
A molecular structure, C20H60As3F18N5O5 at a distorted geometry, computed with ωB97M-V/def2-TZVPD.

Values from the calculation:
Kohn-Sham gap in eV: 8.205
Net charge: +2
Largest force on an atom in hartree/bohr: 0.071
Energy above the lowest of the compared OMol25 structures with the same formula, charge and spin in kcal/mol: 124.4
HOMO level in eV: -13.8
Multiplicity: 1

Atoms and positions in Å:
1 C -4.93837 -0.55862 1.17569
2 C -3.82097 -1.19679 2.05240
3 C -4.25208 -2.53505 2.76178
4 O -4.33616 -3.67068 1.92620
5 C -4.84106 -4.84873 2.52848
6 N -2.60895 -1.41429 1.07670
7 H -1.78118 -1.77855 1.52639
8 H -2.84533 -1.95746 0.25866
9 H -2.41448 -0.59010 0.52625
10 H -4.81471 0.51717 1.05125
11 H -5.76418 -0.63507 1.88301
12 H -5.17726 -0.99472 0.20573
13 H -3.52463 -0.48541 2.82325
14 H -5.23540 -2.32080 3.18041
15 H -3.58018 -2.73358 3.59679
16 H -4.86878 -5.74242 1.90508
17 H -5.90353 -4.63648 2.64761
18 H -4.40555 -5.10068 3.49541
19 C 4.56594 4.53756 4.73314
20 C 4.47985 4.55379 3.22158
21 C 3.21360 3.86003 2.72493
22 O 2.13393 4.73989 2.82430
23 C 0.96871 4.27270 2.17475
24 N 4.44030 5.99834 2.67421
25 H 3.56464 6.40405 2.97204
26 H 5.17208 6.56637 3.07661
27 H 4.37489 5.96752 1.66680
28 H 3.60850 4.72395 5.21963
29 H 5.33630 5.26400 4.99183
30 H 4.97111 3.60572 5.12764
31 H 5.26727 3.88393 2.87611
32 H 2.89651 3.00558 3.32281
33 H 3.18888 3.51418 1.69154
34 H 0.02204 4.79375 2.31764
35 H 0.54143 3.28491 2.34740
36 H 1.28409 4.28093 1.13141
37 C -2.90631 2.73960 -4.36123
38 C -1.45425 2.40743 -4.48203
39 C -0.48954 3.54751 -3.98538
40 O -0.74046 3.77499 -2.57346
41 C 0.32415 4.43592 -1.92566
42 N -1.36975 1.24074 -3.45939
43 H -1.57322 1.46373 -2.49555
44 H -1.93654 0.41149 -3.56533
45 H -0.41658 0.90694 -3.47114
46 H -3.64073 1.94811 -4.51045
47 H -3.06947 3.52768 -5.09635
48 H -3.07734 3.31777 -3.45317
49 H -1.18204 2.02274 -5.46490
50 H -0.74793 4.46577 -4.51274
51 H 0.56668 3.32066 -4.13044
52 H 1.23182 3.84748 -2.05977
53 H 0.06569 4.63709 -0.88603
54 H 0.32616 5.42618 -2.38116
55 C 1.55967 -4.24932 -4.91110
56 C 1.22429 -4.00376 -3.43557
57 C 1.18632 -5.22056 -2.53058
58 O 0.82086 -4.87088 -1.16845
59 C 1.29725 -5.60354 -0.03889
60 N 1.99693 -2.93478 -2.72957
61 H 1.43335 -2.86141 -1.89465
62 H 2.91119 -3.29080 -2.48980
63 H 2.16610 -2.12487 -3.30881
64 H 2.56813 -4.66282 -4.92210
65 H 1.63463 -3.33030 -5.49239
66 H 0.91802 -4.98216 -5.40030
67 H 0.32430 -3.39005 -3.47396
68 H 2.16851 -5.68240 -2.43001
69 H 0.54304 -5.98474 -2.96683
70 H 0.78987 -5.41980 0.90816
71 H 2.31379 -5.26024 0.15319
72 H 1.30512 -6.68075 -0.20522
73 C 1.56306 -1.30858 3.71704
74 C 1.11011 -0.28606 4.81025
75 C 0.45447 1.04619 4.32064
76 O -0.73470 0.69369 3.71989
77 C -1.73011 1.74479 3.71465
78 N 0.25444 -1.03121 5.80507
79 H 0.77037 -1.76739 6.26546
80 H 0.12382 -0.40502 6.58669
81 H -0.65672 -1.26603 5.43799
82 H 1.80144 -2.32445 4.03213
83 H 2.36835 -0.85002 3.14317
84 H 0.80750 -1.52660 2.96225
85 H 2.03932 -0.22546 5.37681
86 H 1.08822 1.55417 3.59374
87 H 0.32688 1.73716 5.15393
88 H -1.34841 2.31674 2.86891
89 H -1.84580 2.21932 4.68908
90 H -2.66433 1.28325 3.39479
91 As 1.13442 0.00954 -0.13196
92 F 1.94928 -1.44465 0.36291
93 F 0.18758 -0.93802 -1.32482
94 F 0.38201 1.47586 -0.80465
95 F 2.08762 1.05356 1.00727
96 F 2.40077 0.12464 -1.38286
97 F -0.14990 -0.19179 1.04535
98 As -2.97039 -2.49251 -2.93808
99 F -3.92065 -1.25813 -3.73223
100 F -3.18820 -1.42764 -1.52223
101 F -1.88022 -3.50186 -2.02824
102 F -2.81693 -3.54868 -4.41658
103 F -1.52412 -1.51050 -3.41187
104 F -4.43571 -3.49728 -2.64264
105 As 2.40503 -0.00419 -5.44742
106 F 1.74034 -0.42588 -7.09853
107 F 3.89469 0.52032 -6.30248
108 F 3.32717 0.46262 -3.96221
109 F 0.85647 -0.46697 -4.62078
110 F 3.03535 -1.67325 -5.25325
111 F 1.76857 1.66676 -5.55157

***

No. 2
A molecular structure, C31H31BrN5W, computed with ωB97M-V/def2-TZVPD.

Values from the calculation:
Kohn-Sham gap in eV: 6.886
Net charge: +1
Largest force on an atom in hartree/bohr: 0.011
Energy above the lowest of the compared OMol25 structures with the same formula, charge and spin in kcal/mol: 0.0
HOMO level in eV: -9.0
Multiplicity: 1

Atoms and positions in Å:
1 W -0.09942 -0.11544 0.16931
2 C 3.01256 0.06234 1.59882
3 N 1.73056 -0.56493 1.92598
4 C 1.18595 -0.26398 3.24746
5 C 0.24923 0.89050 3.08995
6 N -0.32560 1.15688 1.93591
7 C -1.18797 2.22914 2.16421
8 C -2.03885 2.89816 1.29276
9 C -2.78176 3.93749 1.81561
10 C -2.68055 4.30623 3.16640
11 C -1.83847 3.64425 4.03836
12 C -1.09840 2.59710 3.50695
13 N -0.17236 1.71993 4.06275
14 C 2.91120 0.77650 0.28671
15 N 1.76062 1.13208 -0.24562
16 C 2.08967 1.82153 -1.41885
17 C 1.28280 2.46726 -2.34452
18 C 1.90229 3.09883 -3.40449
19 C 3.29747 3.09736 -3.54532
20 C 4.11429 2.47207 -2.62124
21 C 3.48170 1.84326 -1.55998
22 N 3.96803 1.14741 -0.45816
23 H 3.83677 -0.65369 1.58470
24 H 3.25006 0.80286 2.36864
25 H 1.77864 -1.56493 1.77078
26 H 1.94941 -0.05253 4.00241
27 H 0.61620 -1.12996 3.59243
28 H -2.10998 2.60028 0.25395
29 H -3.46049 4.48390 1.17492
30 H -3.28035 5.12834 3.53184
31 H -1.76495 3.92964 5.07918
32 H 0.11655 1.68637 5.02598
33 H 0.20861 2.46861 -2.21982
34 H 1.30371 3.61175 -4.14541
35 H 3.74242 3.60140 -4.39208
36 H 5.19116 2.47868 -2.72512
37 H 4.93466 1.01469 -0.21297
38 Br -2.28065 -1.10295 1.14287
39 C -1.82283 -2.95677 1.28379
40 C -2.66774 -3.85547 1.85565
41 C -2.27867 -5.20873 1.89439
42 C -1.08443 -5.59302 1.35469
43 C -0.21399 -4.65246 0.75063
44 C 1.01383 -5.05491 0.17356
45 C 1.82345 -4.12893 -0.41172
46 C 1.44712 -2.76534 -0.43464
47 C 0.27386 -2.28232 0.11249
48 C -0.57775 -3.27675 0.71099
49 H -3.61881 -3.54425 2.26761
50 H -2.93820 -5.93606 2.34834
51 H -0.78300 -6.63319 1.37327
52 H 1.28673 -6.10284 0.19964
53 H 2.75730 -4.43026 -0.87030
54 H 2.11871 -2.06754 -0.92789
55 C -0.84957 0.11100 -3.96444
56 C -1.72338 0.10539 -2.70411
57 C -2.61341 -1.14714 -2.71396
58 C -2.61745 1.34894 -2.67782
59 C -0.88725 0.05470 -1.46537
60 H -1.47928 0.15768 -4.85528
61 H -0.24971 -0.79967 -4.02151
62 H -0.17293 0.96657 -3.98136
63 H -3.22821 -1.15911 -3.61647
64 H -3.27525 -1.16232 -1.84684
65 H -2.00719 -2.05519 -2.70036
66 H -3.29193 1.33825 -3.53651
67 H -2.03862 2.27419 -2.72515
68 H -3.22735 1.36829 -1.77178
69 H 0.13121 -0.56913 -1.63483

***

No. 3
A molecular structure, C38H30CaF3N2O2P2S2, computed with ωB97M-V/def2-TZVPD.

Values from the calculation:
Kohn-Sham gap in eV: 6.521
Net charge: -1
Largest force on an atom in hartree/bohr: 0.009
Energy above the lowest of the compared OMol25 structures with the same formula, charge and spin in kcal/mol: 0.0
HOMO level in eV: -4.2
Multiplicity: 1

Atoms and positions in Å:
1 Ca 1.36189 -1.55440 0.83276
2 F 5.05428 -2.58103 -3.34550
3 C 3.85593 -2.46687 -3.94244
4 F 3.69198 -1.17398 -4.28426
5 F 3.95108 -3.14822 -5.11335
6 C 2.72680 -2.99445 -3.10014
7 C 2.05992 -4.12427 -3.52166
8 C 1.01052 -4.64387 -2.77339
9 C 0.66137 -3.95616 -1.63086
10 N 1.28691 -2.85775 -1.21754
11 C 2.36048 -2.36806 -1.88290
12 S 3.20609 -1.02214 -1.18121
13 H 2.36215 -4.60449 -4.44290
14 H 0.48298 -5.53848 -3.06828
15 H -0.16003 -4.28831 -1.00453
16 O -1.98581 -1.92450 3.35472
17 C -0.82115 -2.24011 3.09660
18 O 0.00602 -1.44894 2.51266
19 C -0.31748 -3.62083 3.51445
20 C -1.25349 -4.34592 4.26389
21 C -0.99577 -5.60427 4.76585
22 C 0.24944 -6.17136 4.51219
23 C 1.17990 -5.47799 3.77105
24 C 0.94617 -4.19242 3.23921
25 S 2.31793 -3.55582 2.30233
26 H -2.20579 -3.86412 4.43704
27 H -1.74534 -6.13096 5.34395
28 H 0.49865 -7.15666 4.89079
29 H 2.14679 -5.92254 3.57045
30 C -1.21974 3.34346 0.09922
31 N -0.15374 2.34403 0.05835
32 P -0.22470 0.96077 1.06263
33 C -1.91987 0.34288 0.79372
34 C -2.04928 -0.74071 -0.07199
35 C -3.29326 -1.25510 -0.39873
36 C -4.43561 -0.68498 0.14527
37 C -4.32217 0.39336 1.01049
38 C -3.07297 0.90411 1.33068
39 C -0.26097 1.69972 2.73589
40 C -0.99112 1.13991 3.78280
41 C -0.92473 1.70570 5.04805
42 C -0.13260 2.82134 5.28467
43 C 0.60508 3.37403 4.24683
44 C 0.53953 2.81327 2.97980
45 P 1.09124 2.24763 -1.12926
46 C 1.15056 3.98393 -1.70784
47 C 0.66778 4.43338 -2.93223
48 C 0.80140 5.76736 -3.30077
49 C 1.40956 6.67170 -2.44520
50 C 1.89823 6.23541 -1.21831
51 C 1.77900 4.90258 -0.86374
52 C 0.35621 1.38323 -2.56528
53 C -1.01200 1.22498 -2.77930
54 C -1.47954 0.46639 -3.84334
55 C -0.58067 -0.14326 -4.70795
56 C 0.78450 -0.00063 -4.50144
57 C 1.24902 0.74836 -3.42983
58 H -1.39875 3.65139 1.13204
59 H -2.16429 2.96676 -0.30081
60 H -0.93829 4.23165 -0.46586
61 H -1.17011 -1.19421 -0.52209
62 H -3.36674 -2.10172 -1.06927
63 H -5.41083 -1.08816 -0.09747
64 H -5.21082 0.83279 1.44636
65 H -2.99790 1.72908 2.02887
66 H -1.58336 0.24674 3.61205
67 H -1.48828 1.26159 5.85923
68 H -0.08299 3.25387 6.27640
69 H 1.23425 4.23788 4.42313
70 H 1.11224 3.24620 2.16731
71 H 0.18038 3.73921 -3.60583
72 H 0.42122 6.09793 -4.25952
73 H 1.51092 7.71103 -2.73138
74 H 2.38320 6.93068 -0.54480
75 H 2.18110 4.56454 0.08572
76 H -1.71951 1.67476 -2.09945
77 H -2.54503 0.34038 -3.99032
78 H -0.94283 -0.74599 -5.53183
79 H 1.48949 -0.49759 -5.15617
80 H 2.31543 0.80724 -3.23851

***

No. 4
A molecular structure, C19H28InN3O5S2 at a distorted geometry, computed with ωB97M-V/def2-TZVPD.

Values from the calculation:
Kohn-Sham gap (alpha / beta) in eV: 6.738 / 6.936
Net charge: +1
Largest force on an atom in hartree/bohr: 0.029
Energy above the lowest of the compared OMol25 structures with the same formula, charge and spin in kcal/mol: 10.1
HOMO level (alpha / beta) in eV: -9.4 / -10.2
Multiplicity: 2

Atoms and positions in Å:
1 In -0.95035 0.78526 0.69913
2 C -4.00084 0.71749 2.11002
3 C -3.35255 2.09126 2.31697
4 N -2.66254 2.55089 1.10650
5 C -3.50890 2.79919 -0.06602
6 C -2.92313 2.13870 -1.31681
7 N -2.58612 0.73073 -1.06891
8 C -3.71782 -0.17870 -0.85790
9 C -3.53683 -1.03797 0.40561
10 N -3.05573 -0.23955 1.52995
11 H -4.86530 0.80419 1.45209
12 H -4.37166 0.37786 3.07820
13 H -2.60331 2.00421 3.10432
14 H -4.12222 2.79551 2.64976
15 H -2.10294 3.36870 1.31691
16 H -3.61636 3.86546 -0.26682
17 H -4.50750 2.41037 0.12798
18 H -1.99286 2.64174 -1.58557
19 H -3.63712 2.24671 -2.13874
20 H -1.97553 0.40628 -1.81100
21 H -3.84658 -0.85570 -1.70300
22 H -4.63350 0.40687 -0.77667
23 H -2.77209 -1.78647 0.20265
24 H -4.47943 -1.55170 0.62125
25 H -2.65866 -0.83617 2.24605
26 O -0.31661 -1.44754 0.05007
27 S -0.10861 -2.94732 0.04999
28 C 1.70107 -3.23671 -0.01848
29 C 2.07312 -3.49384 -1.47259
30 C 0.89979 -4.26601 -2.06950
31 C -0.33978 -3.46842 -1.69173
32 H 1.87569 -4.11128 0.60980
33 H 2.18656 -2.36680 0.42017
34 H 3.00534 -4.05206 -1.54614
35 H 2.19913 -2.54484 -1.99721
36 H 0.84684 -5.26845 -1.63885
37 H 0.98438 -4.36703 -3.15096
38 H -1.27042 -4.02791 -1.77294
39 H -0.41500 -2.53735 -2.25501
40 S 1.20846 1.13698 3.34696
41 C -0.25336 0.83868 2.95825
42 O 1.47475 2.98104 -2.06393
43 C 1.34757 2.14136 -1.19679
44 O 0.15149 1.76639 -0.78802
45 C 2.55329 1.50383 -0.57255
46 C 2.49958 0.24951 0.01756
47 C 3.63730 -0.35254 0.56112
48 C 4.80680 0.36145 0.49695
49 O 6.03919 0.00755 0.95030
50 C 6.90739 1.10224 0.65818
51 O 6.14253 2.09560 -0.01462
52 C 4.86620 1.62144 -0.09212
53 C 3.76398 2.20820 -0.65310
54 H 1.56143 -0.29028 0.02792
55 H 3.61588 -1.33680 1.01151
56 H 7.72352 0.76424 0.01595
57 H 7.31086 1.51130 1.58787
58 H 3.80152 3.17022 -1.14400

***

No. 5
A molecular structure, C32H36AsIN4O3S4Ti at a distorted geometry, computed with ωB97M-V/def2-TZVPD.

Values from the calculation:
Kohn-Sham gap (alpha / beta) in eV: 6.504 / 6.056
Net charge: -1
Largest force on an atom in hartree/bohr: 0.103
Energy above the lowest of the compared OMol25 structures with the same formula, charge and spin in kcal/mol: 0.0
HOMO level (alpha / beta) in eV: -4.5 / -4.5
Multiplicity: 2

Atoms and positions in Å:
1 Ti -10.86794 7.24539 13.76823
2 C -9.17642 8.21205 17.38232
3 C -10.48852 8.92372 17.41185
4 C -10.49995 10.12271 18.18654
5 C -11.70903 10.82648 18.31537
6 C -12.87247 10.28794 17.79089
7 C -12.82059 9.18900 16.91091
8 C -14.04691 8.79470 16.18201
9 C -11.62903 8.42895 16.72669
10 N -11.52266 7.30964 15.87628
11 C -11.50798 6.01246 16.30561
12 C -12.08662 5.68069 17.63702
13 C -11.11969 4.90988 15.44062
14 C -10.80266 3.63608 16.14851
15 N -10.90837 5.13304 14.12704
16 C -10.91747 4.08582 13.17280
17 C -12.11899 3.41313 12.84199
18 C -13.40792 3.85551 13.39713
19 C -12.11653 2.30412 11.96478
20 C -10.88378 1.90247 11.38627
21 C -9.71262 2.47236 11.85905
22 C -9.71256 3.63397 12.63835
23 C -8.36374 4.32301 12.74577
24 H -8.52341 8.70292 16.62436
25 H -9.30068 7.13953 17.09545
26 H -8.70117 8.20306 18.38340
27 H -9.66521 10.36722 18.81117
28 H -11.76903 11.75633 18.90729
29 H -13.86832 10.69174 18.00256
30 H -13.94810 8.99470 15.11894
31 H -14.88423 9.39114 16.52826
32 H -14.33868 7.74732 16.38746
33 H -12.80211 6.44045 17.91544
34 H -11.39596 5.47027 18.45800
35 H -12.69153 4.77571 17.48752
36 H -10.58706 3.75285 17.24739
37 H -9.97402 3.11763 15.67128
38 H -11.59826 2.90915 16.10754
39 H -13.35504 4.71626 14.03205
40 H -13.86961 3.10852 14.09966
41 H -14.14790 4.04180 12.59569
42 H -13.05421 1.74811 11.82027
43 H -10.90927 1.09494 10.65576
44 H -8.74101 2.04576 11.59731
45 H -8.09624 4.77355 11.77925
46 H -7.65485 3.50920 13.01604
47 H -8.41256 5.13761 13.47029
48 S -8.63676 11.14294 15.30338
49 As -9.24167 10.07304 13.54314
50 S -11.53056 9.53083 13.46472
51 S -8.66349 7.85516 13.95203
52 S -8.53199 10.65695 11.58190
53 I -6.24768 4.77885 7.01718
54 C -7.71238 5.59510 8.32172
55 C -8.72729 4.74705 8.86409
56 C -9.77854 5.33768 9.55827
57 C -9.88097 6.69102 9.72589
58 C -8.90414 7.52215 9.18213
59 C -7.90012 6.98713 8.38653
60 C -10.97412 7.22217 10.68727
61 O -11.89697 7.90820 10.32178
62 O -10.85377 6.76889 11.94395
63 H -8.65550 3.65502 8.81738
64 H -10.50042 4.70192 10.10643
65 H -8.96383 8.61742 9.33544
66 H -7.16764 7.66863 7.94751
67 N -13.22212 7.18122 13.41716
68 C -14.14215 7.40261 12.67255
69 N -15.21356 7.60553 11.95324
70 C -15.22450 8.38526 10.73016
71 C -15.59676 7.51447 9.50504
72 O -16.79662 6.71489 9.79750
73 C -16.74475 5.99299 11.03325
74 C -16.48698 6.94959 12.21034
75 H -14.26018 8.84496 10.56479
76 H -15.90803 9.22570 10.87992
77 H -14.75089 6.83775 9.25977
78 H -15.90303 8.09362 8.64067
79 H -15.92247 5.26957 10.96237
80 H -17.72355 5.48921 11.05473
81 H -16.35960 6.31706 13.13224
82 H -17.32660 7.64202 12.40164

***

Table of E (eV), in record order: -270823.0698, -111964.0430, -113815.5340, -61702.0929, -181271.6950